(1)
Density functional theory data (the ωB97M-V functional and the def2-TZVPD basis) for C19H14AsCl2N5PtS5 as an isolated structure.

Structure (XYZ):
```
47
C19H14AsCl2N5PtS5 the ωB97M-V functional and the def2-TZVPD basis
Pt 0.31065 0.28884 0.05300
N 3.99975 2.00557 -1.39478
C 2.76094 1.63412 -0.89978
S 2.40029 -0.04182 -0.83986
N 1.98986 2.64249 -0.54577
N 0.76955 2.23251 -0.11100
C -0.11036 3.09078 0.32748
C 0.16933 4.53608 0.45619
C 1.32087 4.97349 1.11132
C 1.58516 6.32663 1.23790
C 0.70945 7.26738 0.71043
C -0.43402 6.84273 0.05073
C -0.70073 5.48664 -0.07474
C -1.38365 2.50178 0.74837
C -2.42826 3.22086 1.32288
C -3.60337 2.56596 1.64534
C -3.70826 1.20174 1.42647
C -2.60821 0.52258 0.93641
N -1.48888 1.15755 0.59123
H 4.70520 1.29321 -1.29677
H 4.29002 2.92034 -1.08503
H 1.99415 4.23946 1.53074
H 2.47884 6.64961 1.75795
H 0.91926 8.32533 0.81233
H -1.12014 7.56634 -0.37274
H -1.58207 5.15769 -0.61089
H -2.30208 4.27151 1.53833
H -4.42363 3.11713 2.08919
H -4.60526 0.64667 1.66080
H -2.59040 -0.55618 0.84664
S 1.61915 -3.28204 2.87894
As 0.03671 -1.92026 2.63032
S 0.61644 0.17332 2.80942
S -0.17383 -1.97055 0.21954
S -1.85526 -2.34849 3.40896
Cl -0.20443 -1.91549 -2.90472
C -1.88246 -1.57132 -2.54649
C -2.65917 -1.13550 -3.60125
C -4.02747 -0.95549 -3.45928
C -4.59797 -1.27136 -2.22902
C -3.82065 -1.71426 -1.18464
Cl -4.60524 -2.09020 0.32441
C -2.39255 -1.86054 -1.23835
N -1.73829 -2.28449 -0.16415
H -2.17324 -0.95688 -4.55274
H -4.63361 -0.60342 -4.28310
H -5.66337 -1.16216 -2.06718
```

Properties
**Total charge**: -2
**Gap between HOMO and LUMO (alpha / beta)**: 4.8 / 4.8 eV
**Relative energy (zero: lowest compared OMol25 entry of this formula, charge and spin)**: 0.0000 eV
**Total energy**: -170690.54947 eV
**Max |F|**: 0.8 eV/Å
**HOMO (alpha / beta)**: -0.84 / -0.84 eV


(2)
Density functional theory data (the ωB97M-V functional and the def2-TZVPD basis) for C19H14BrIrN6O7 as an isolated structure.

Structure (XYZ):
```
48
C19H14BrIrN6O7 the ωB97M-V functional and the def2-TZVPD basis
Ir -1.19368 0.70612 -0.23524
N -1.45366 2.73476 -0.04045
C -1.35956 3.31847 -1.39620
C -1.99218 2.36399 -2.39845
O -2.57591 2.75399 -3.38766
N -1.84865 1.04429 -2.03069
C -2.91255 0.12921 -2.38414
C -3.76295 -0.04742 -1.10413
O -4.86247 -0.54430 -1.12718
O -3.16810 0.41615 -0.02462
H -2.34772 2.92839 0.40150
H -0.66756 3.06079 0.53179
H -0.30008 3.44284 -1.61980
H -1.85471 4.28463 -1.46851
H -2.50811 -0.84664 -2.65437
H -3.52837 0.51400 -3.19333
O 0.23626 -0.20569 3.49872
C -0.56375 -0.27601 2.58976
O -0.74475 0.70011 1.73161
C -1.39952 -1.52158 2.41992
C -0.78798 -2.76710 2.48999
C -1.56405 -3.88771 2.25677
C -2.91700 -3.72114 2.00033
C -3.43820 -2.43550 2.00201
N -2.69918 -1.34984 2.20535
H 0.27259 -2.83428 2.68669
H -1.11748 -4.87383 2.25762
H -3.55909 -4.56855 1.79928
H -4.49132 -2.26202 1.80857
Br 7.54618 0.32396 -0.35120
C 5.69965 0.77050 -0.28819
C 4.76405 -0.15605 -0.71310
C 3.42111 0.18560 -0.66219
C 3.02620 1.43207 -0.19023
C 3.98439 2.34402 0.23605
C 5.32982 2.01892 0.18820
C 1.57403 1.80757 -0.11659
O 1.22766 2.90498 0.31041
O 0.78728 0.87958 -0.56656
H 5.05891 -1.13181 -1.07375
H 2.68102 -0.53018 -0.98786
H 3.65900 3.30541 0.60972
H 6.08333 2.71964 0.51974
N -0.84609 -1.26655 -0.56975
C -0.13096 -2.18708 -0.59418
N 0.62049 -3.21729 -0.54040
C 1.79152 -3.20144 -1.15997
N 2.83216 -3.25798 -1.66527
```

Properties
**Total charge**: -1
**Gap between HOMO and LUMO (alpha / beta)**: 8.7 / 6.7 eV
**Relative energy (zero: lowest compared OMol25 entry of this formula, charge and spin)**: 0.0000 eV
**Total energy**: -116089.38639 eV
**Max |F|**: 0.5 eV/Å
**Expectation value of S²**: 0.75
**2S+1**: 2
**HOMO (alpha / beta)**: -6.34 / -6.45 eV


(3)
Density functional theory data (the ωB97M-V functional and the def2-TZVPD basis) for C19H14F6N2O10ReS2 as an isolated structure at a distorted geometry.

Structure (XYZ):
```
54
C19H14F6N2O10ReS2 the ωB97M-V functional and the def2-TZVPD basis
Re -1.49967 -0.51736 0.74557
O 1.31149 3.71812 -4.06205
C 1.72791 3.63377 -2.93379
O 2.62143 4.07097 -2.24426
C 0.81441 2.60964 -2.04915
C 0.42740 2.98958 -0.77616
C -0.24415 2.07266 0.01147
N -0.50824 0.83649 -0.41516
C -0.18773 0.50425 -1.68282
C 0.46807 1.36685 -2.54457
C -0.59834 -0.92257 -2.04671
O -0.40665 -1.38391 -3.13864
O -1.14627 -1.52348 -1.03298
H 0.66991 3.97062 -0.39678
H -0.56067 2.30998 1.01696
H 0.69238 1.06398 -3.55612
F -2.54699 -0.40019 5.24589
C -3.64477 -0.33239 4.50367
F -4.42494 -1.36128 4.79160
F -4.28466 0.78878 4.80467
S -3.19434 -0.34236 2.68662
O -2.14054 0.64015 2.52286
O -2.77790 -1.66124 2.29916
N -4.55048 0.05537 2.02562
S -4.56962 -0.19840 0.47028
O -5.71387 0.33324 -0.15772
O -3.28559 0.17330 -0.12209
C -4.67060 -2.07693 0.27388
F -5.50296 -2.38017 -0.71140
F -5.13465 -2.62493 1.39258
F -3.48107 -2.59668 -0.00934
C 4.11532 0.86080 -2.57380
C 3.32055 0.20459 -1.48868
C 3.07078 0.87949 -0.30044
C 2.34949 0.28105 0.72387
C 2.10571 0.98961 2.01985
C 1.90049 -1.02294 0.53823
C 2.10817 -1.72593 -0.64575
C 1.59445 -3.11881 -0.80542
C 2.83462 -1.08743 -1.64492
C 1.20611 -1.69718 1.71525
O 1.79481 -2.42033 2.47257
O -0.04202 -1.34513 1.80756
H 4.07517 1.94375 -2.49108
H 3.75521 0.55834 -3.55347
H 5.15909 0.55648 -2.49138
H 3.44424 1.88362 -0.16607
H 2.37069 2.03997 1.93764
H 2.71308 0.53618 2.80314
H 1.06113 0.89517 2.31376
H 0.50853 -3.13077 -0.71671
H 2.00049 -3.75947 -0.02448
H 1.86948 -3.51958 -1.77549
H 3.02609 -1.61733 -2.56527
```

Properties
**Total charge**: 0
**Gap between HOMO and LUMO (alpha / beta)**: 3.9 / 4.3 eV
**Relative energy (zero: lowest compared OMol25 entry of this formula, charge and spin)**: 1.7080 eV
**Total energy**: -83487.48593 eV
**Max |F|**: 5.7 eV/Å
**Expectation value of S²**: 0.76
**2S+1**: 2
**HOMO (alpha / beta)**: -8.35 / -8.31 eV


(4)
Density functional theory data (the ωB97M-V functional and the def2-TZVPD basis) for C19H15BCl2CsF4N3O7 as an isolated structure at a distorted geometry.

Structure (XYZ):
```
52
C19H15BCl2CsF4N3O7 the ωB97M-V functional and the def2-TZVPD basis
Cs -1.84985 -1.01441 -0.27907
O 6.50317 5.31083 0.77626
C 6.53927 4.09735 0.03797
C 5.22365 3.37546 0.12582
C 4.92893 2.39219 -0.80691
C 3.72252 1.71285 -0.69866
N 2.84245 1.96534 0.25971
C 3.11497 2.90565 1.16366
C 4.30148 3.63926 1.12517
C 2.05819 3.15997 2.19239
C 2.06408 4.30373 2.98847
C 1.02890 4.50751 3.89163
C 1.00166 5.72324 4.77713
O 0.97905 5.39459 6.16609
C 0.02442 3.55501 3.97784
C 0.11357 2.42667 3.16982
N 1.10280 2.23612 2.30879
H 7.30992 5.79642 0.59711
H 7.32493 3.43879 0.43156
H 6.76330 4.28837 -1.01684
H 5.62040 2.16553 -1.61049
H 3.42994 0.96276 -1.42459
H 4.51817 4.40784 1.85448
H 2.84143 5.05255 2.89720
H 0.09936 6.30783 4.57990
H 1.86846 6.35936 4.57000
H 1.28085 4.48662 6.26287
H -0.81526 3.68939 4.64790
H -0.65057 1.65845 3.20104
Cl 1.54302 -5.03611 -6.93114
C 1.09049 -4.09442 -5.52611
C 0.06424 -4.56272 -4.68879
C -0.29945 -3.82722 -3.60051
Cl -1.56714 -4.38343 -2.56289
C 0.30955 -2.55543 -3.23130
O -0.10384 -1.90991 -2.25111
C 1.39181 -2.15927 -4.11353
C 2.19704 -0.98210 -3.88520
O 2.19773 -0.21024 -2.94553
C 1.73329 -2.92527 -5.24205
H -0.43189 -5.49874 -4.90724
H 2.91953 -0.80095 -4.72177
H 2.53415 -2.57335 -5.88389
O -2.89868 1.71328 2.63652
N -2.70751 0.81892 1.78984
O -2.04595 -0.20304 2.08905
O -3.15714 0.93368 0.63208
F -4.53772 -4.17633 0.26622
B -5.84705 -3.86185 -0.16886
F -6.34395 -4.91239 -0.97650
F -6.68999 -3.69460 0.95066
F -5.80461 -2.67004 -0.92419
```

Properties
**Total charge**: -2
**Gap between HOMO and LUMO**: 5.9 eV
**Relative energy (zero: lowest compared OMol25 entry of this formula, charge and spin)**: 1.8852 eV
**Total energy**: -75894.38908 eV
**Max |F|**: 3.6 eV/Å
**HOMO**: -2.84 eV


(5)
Density functional theory data (the ωB97M-V functional and the def2-TZVPD basis) for one molecule with the formula C19H15Cl2N5S at a distorted geometry.

Structure (XYZ):
```
42
C19H15Cl2N5S the ωB97M-V functional and the def2-TZVPD basis
Cl 1.95420 -4.25208 -0.34170
Cl 1.21864 -2.46668 2.06597
N -1.98886 0.92468 2.73610
N -2.30328 -0.10466 3.56688
N 2.97682 2.03209 -1.49172
S 0.07017 -0.20026 -4.22748
C -1.44346 0.46127 1.63409
C -1.94742 -1.24553 3.02529
C -1.01903 1.10996 -3.72253
C 1.23490 0.14433 -2.95289
C -0.47809 1.89748 -2.77687
C 0.77570 1.26867 -2.24040
C 3.88947 2.57245 -0.73138
C 1.68669 1.86767 -1.13809
C 3.66684 3.03252 0.61601
C -1.44142 -2.60822 -1.58585
C -0.25243 -3.32764 -1.57577
C -1.85648 -1.87409 -0.44479
C 2.26609 2.89781 0.98308
C 0.43805 -3.44863 -0.38889
C 0.02788 -2.60592 0.71393
C -1.14160 -1.74392 0.74959
C 1.20474 2.35720 0.13168
N -1.40236 -0.94000 1.74879
N -0.85398 1.10057 0.58288
C -2.33899 -2.56925 3.62621
C -0.20551 2.46265 0.68665
H -1.89991 1.29360 -4.31310
H 2.26373 -0.16121 -2.70897
H -0.89693 2.80064 -2.26088
H 4.92258 2.63099 -1.00505
H 4.47081 3.39326 1.29406
H -2.08496 -2.70158 -2.49089
H -0.14946 -3.83080 -2.52199
H -2.71888 -1.17121 -0.71952
H 2.01084 3.26076 2.00157
H -0.35269 0.50560 0.04619
H -3.05546 -3.01433 2.99538
H -1.51253 -3.22975 3.83005
H -2.74985 -2.47473 4.62015
H -0.18174 2.68869 1.76710
H -0.80283 3.26761 0.21709
```

Properties
**Total charge**: 0
**Gap between HOMO and LUMO**: 8.7 eV
**Relative energy (zero: lowest compared OMol25 entry of this formula, charge and spin)**: 2.3068 eV
**Total energy**: -63274.14212 eV
**Max |F|**: 7.8 eV/Å
**Structure (SMILES)**: Cc1nnc(NCc2cccnc2-c2ccsc2)n1-c1cccc(Cl)c1Cl
**HOMO**: -8.31 eV


(6)
Density functional theory data (the ωB97M-V functional and the def2-TZVPD basis) for one molecule with the formula C19H15ClN2O at a distorted geometry.

Structure (XYZ):
```
38
C19H15ClN2O the ωB97M-V functional and the def2-TZVPD basis
Cl -3.99935 -1.02242 4.81598
N 0.59471 -0.55091 -1.10952
O 2.17915 -1.86565 1.94771
C 0.92055 -0.66255 0.11664
C 2.98485 -2.99990 2.01076
C 2.96408 -3.58382 0.76097
C 2.14715 -2.79760 -0.18376
C 1.68158 -1.80845 0.64012
C -0.28422 2.80548 -4.82103
C -1.28206 3.04791 -3.79883
C 0.60608 1.78543 -4.67782
C -1.54661 0.15229 4.20323
C -2.54084 -1.34508 2.62613
C -1.23183 2.22771 -2.68858
C 0.65582 0.98497 -3.55158
C -0.44450 0.38391 3.40920
C -1.45752 -1.07503 1.77015
C -2.53996 -0.72702 3.80219
C -0.22572 1.23787 -2.50992
C -0.41064 -0.12315 2.07759
N -0.26853 0.53880 -1.29633
C 0.44533 0.40478 0.94613
C -0.38969 1.28913 -0.07037
H 3.55091 -3.29752 2.92507
H 3.63488 -4.41000 0.39735
H 1.85882 -3.09869 -1.20493
H -0.18509 3.39996 -5.70044
H -2.15873 3.75344 -3.93099
H 1.40760 1.75905 -5.34049
H -1.34028 0.56373 5.27695
H -3.42409 -1.98031 2.50041
H -2.07583 2.32230 -1.97670
H 1.53896 0.33712 -3.27074
H 0.27596 1.09176 3.94845
H -1.49671 -1.49993 0.71993
H 1.34895 0.99684 1.24719
H -1.43742 1.44511 0.16066
H -0.05572 2.32041 -0.17082
```

Properties
**Total charge**: 0
**Gap between HOMO and LUMO**: 8.0 eV
**Relative energy (zero: lowest compared OMol25 entry of this formula, charge and spin)**: 4.6826 eV
**Total energy**: -37493.15168 eV
**Max |F|**: 3.6 eV/Å
**Structure (SMILES)**: Clc1ccc([C@@H]2CN(c3ccccc3)N=C2c2ccco2)cc1
**HOMO**: -7.57 eV